Entry 1:
Formula: C30H27ILiN2O2P
Source: the OMol25 dataset
Level of theory: ωB97M-V/def2-TZVPD

Positions of all 64 atoms, in Å:
Li 18.23 11.53 9.28
O 23.59 15.33 10.87
C 23.62 13.96 11.18
C 22.24 13.38 10.90
C 22.16 11.98 10.91
C 20.99 11.30 10.49
N 19.91 12.03 10.16
C 19.96 13.43 10.23
C 21.11 14.15 10.55
C 18.74 14.15 9.90
C 18.71 15.56 9.97
C 17.51 16.18 9.61
C 17.19 17.66 9.86
O 18.44 18.36 9.99
C 16.42 15.41 9.18
C 16.57 14.04 9.10
N 17.72 13.42 9.41
H 24.50 15.68 10.73
H 23.86 13.83 12.29
H 24.40 13.34 10.73
H 22.96 11.36 11.35
H 20.99 10.20 10.32
H 21.02 15.21 10.52
H 19.59 16.08 10.27
H 16.47 17.69 10.72
H 16.67 18.00 8.97
H 18.41 18.97 10.75
H 15.51 15.88 8.90
H 15.77 13.40 8.79
C 7.48 10.75 9.65
C 8.07 10.49 8.40
C 9.47 10.56 8.24
C 10.34 10.72 9.30
C 9.72 11.06 10.56
C 8.33 11.16 10.71
P 12.14 10.57 9.16
C 12.52 9.02 10.05
C 13.85 8.62 10.05
C 14.24 7.43 10.74
C 13.30 6.63 11.38
C 11.97 7.08 11.33
C 11.58 8.15 10.61
C 12.45 10.17 7.44
C 11.84 9.06 6.87
C 11.93 8.83 5.48
C 12.77 9.61 4.66
C 13.48 10.69 5.24
C 13.39 10.87 6.62
H 6.39 10.66 9.77
H 7.49 10.30 7.49
H 9.82 10.37 7.20
H 10.43 11.39 11.36
H 7.97 11.44 11.69
H 14.56 9.30 9.60
H 15.29 7.12 10.80
H 13.51 5.67 11.74
H 11.24 6.47 11.83
H 10.55 8.39 10.53
H 11.22 8.38 7.41
H 11.54 7.88 5.15
H 12.91 9.31 3.66
H 14.27 11.19 4.69
H 14.05 11.59 7.14
I 17.38 9.29 8.32

Its relative energy (zero: lowest compared OMol25 entry of this formula, charge and spin) is 0.00 kcal/mol. The calculation puts the electronic energy at -2066.00125 hartree. The calculation puts the HOMO-LUMO gap at 6.43 eV.


Entry 2:
Formula: CH2O2S2
Source: the OMol25 dataset
Level of theory: ωB97M-V/def2-TZVPD

Positions of all 7 atoms, in Å:
C 0.03 -0.08 -0.19
O 2.68 -0.06 -0.03
O -1.19 -0.61 0.03
S -0.40 1.82 -0.21
S 1.49 -0.89 -0.22
H -1.04 -1.55 0.15
H -1.56 1.37 0.48

Its relative energy (zero: lowest compared OMol25 entry of this formula, charge and spin) is 38.69 kcal/mol. The calculation puts the electronic energy at -986.07163 hartree. The calculation puts the HOMO-LUMO gap at 8.71 eV.


Entry 3:
Formula: C20H20N5O3RhSe
Source: the OMol25 dataset
Level of theory: ωB97M-V/def2-TZVPD

Positions of all 50 atoms, in Å:
Rh -0.06 -0.07 -0.88
O 1.81 0.07 -0.36
N 2.00 0.14 0.92
N 0.97 0.14 1.61
O -0.26 0.11 1.02
C 0.99 0.18 3.05
C -0.22 0.30 3.72
C -0.19 0.33 5.11
C 1.01 0.24 5.79
C 2.21 0.12 5.09
C 2.21 0.08 3.70
H -1.16 0.38 3.19
H -1.12 0.43 5.65
H 1.02 0.27 6.87
H 3.14 0.04 5.62
H 3.13 -0.02 3.15
O -1.92 -0.33 -1.79
C -2.74 0.76 -2.35
C -3.38 1.60 -1.28
C -2.40 2.11 -0.22
C -1.17 2.75 -0.81
C -1.14 4.11 -1.06
C -0.03 4.69 -1.65
C 1.05 3.88 -1.98
C 0.98 2.54 -1.70
N -0.11 1.98 -1.14
H -2.47 -1.05 -1.47
H -3.46 0.29 -3.01
H -2.04 1.33 -2.96
H -4.19 1.05 -0.79
H -3.85 2.45 -1.79
H -2.11 1.30 0.45
H -2.91 2.84 0.41
H -1.99 4.71 -0.78
H 0.00 5.75 -1.84
H 1.94 4.29 -2.44
H 1.80 1.88 -1.92
Se -0.73 -2.95 0.78
N 0.05 -2.10 -0.61
C 0.69 -2.99 -1.35
C 1.45 -2.73 -2.53
C 2.03 -3.78 -3.16
C 1.90 -5.13 -2.68
C 1.19 -5.42 -1.57
C 0.56 -4.35 -0.87
N -0.16 -4.51 0.23
H 1.58 -1.72 -2.90
H 2.61 -3.61 -4.05
H 2.39 -5.92 -3.24
H 1.08 -6.43 -1.19

Its relative energy (zero: lowest compared OMol25 entry of this formula, charge and spin) is 0.00 kcal/mol. The charge is +2. The calculation puts the electronic energy at -3784.94131 hartree. The calculation puts the HOMO-LUMO gap at 6.76 eV.


Entry 4:
Formula: C14H11F13N4O
Source: the OMol25 dataset
Level of theory: ωB97M-V/def2-TZVPD

Positions of all 43 atoms, in Å:
C 0.43 5.04 5.11
H 0.99 5.50 4.30
H -0.21 5.79 5.57
H 1.14 4.67 5.85
C -0.41 3.90 4.58
N 0.41 2.89 3.95
C -0.01 1.88 3.17
C 1.14 1.16 2.82
C 2.19 1.84 3.47
N 1.74 2.87 4.14
H 3.24 1.61 3.46
C 1.25 0.00 2.00
N 0.23 -0.55 1.46
N 0.41 -1.65 0.69
C -0.64 -2.23 0.10
O -1.80 -1.91 0.16
C -0.23 -3.46 -0.79
F -0.95 -4.54 -0.43
F 1.07 -3.81 -0.62
C -0.47 -3.19 -2.30
F 0.02 -4.22 -3.03
F -1.78 -3.12 -2.56
C 0.20 -1.87 -2.77
F 1.41 -1.74 -2.17
F -0.53 -0.82 -2.35
C 0.43 -1.74 -4.31
F 1.31 -2.67 -4.71
F 1.00 -0.54 -4.53
C -0.86 -1.86 -5.18
F -1.23 -3.14 -5.26
F -1.87 -1.18 -4.62
C -0.64 -1.30 -6.62
F 0.50 -1.75 -7.14
F -0.60 0.02 -6.62
F -1.63 -1.69 -7.41
H 1.36 -2.01 0.56
H 2.26 -0.40 1.85
C -1.43 1.67 2.81
H -2.04 1.56 3.70
H -1.51 0.78 2.20
H -1.81 2.52 2.25
H -0.98 3.43 5.39
H -1.12 4.26 3.83

Its relative energy (zero: lowest compared OMol25 entry of this formula, charge and spin) is 0.00 kcal/mol. The calculation puts the electronic energy at -2132.60616 hartree. The calculation puts the HOMO-LUMO gap at 9.02 eV. The SMILES is CCn1ncc(/C=N/NC(=O)C(F)(F)C(F)(F)C(F)(F)C(F)(F)C(F)(F)C(F)(F)F)c1C.


Entry 5:
Formula: H4OS2
Source: the OMol25 dataset
Level of theory: ωB97M-V/def2-TZVPD

Positions of all 7 atoms, in Å:
S 0.97 0.91 -1.03
S 1.38 1.89 0.72
H 0.15 -0.09 -0.60
H 2.71 2.07 1.00
H -2.43 -1.80 -0.26
H -1.02 -1.32 -0.17
O -1.76 -1.67 0.35

Its relative energy (zero: lowest compared OMol25 entry of this formula, charge and spin) is 16.90 kcal/mol. The calculation puts the electronic energy at -873.97404 hartree. The calculation puts the HOMO-LUMO gap at 9.22 eV. The SMILES is SS.O.